{"formula": "C77H197N11O27", "method": "ωB97M-V/def2-TZVPD", "relative_energy_kcal_mol": 76.1, "e_homo_ev": -8.4, "e_tot_ev": -154698.566, "largest_force_ev_per_a": 2.991, "orbital_gap_ev": 8.92, "elements": ["O", "O", "O", "O", "O", "O", "O", "O", "O", "O", "O", "O", "O", "O", "O", "O", "O", "O", "O", "O", "O", "O", "O", "O", "O", "O", "O", "N", "N", "N", "N", "N", "N", "N", "N", "N", "N", "N", "C", "C", "C", "C", "C", "C", "C", "C", "C", "C", "C", "C", "C", "C", "C", "C", "C", "C", "C", "C", "C", "C", "C", "C", "C", "C", "C", "C", "C", "C", "C", "C", "C", "C", "C", "C", "C", "C", "C", "C", "C", "C", "C", "C", "C", "C", "C", "C", "C", "C", "C", "C", "C", "C", "C", "C", "C", "C", "C", "C", "C", "C", "C", "C", "C", "C", "C", "C", "C", "C", "C", "C", "C", "C", "C", "C", "C", "H", "H", "H", "H", "H", "H", "H", "H", "H", "H", "H", "H", "H", "H", "H", "H", "H", "H", "H", "H", "H", "H", "H", "H", "H", "H", "H", "H", "H", "H", "H", "H", "H", "H", "H", "H", "H", "H", "H", "H", "H", "H", "H", "H", "H", "H", "H", "H", "H", "H", "H", "H", "H", "H", "H", "H", "H", "H", "H", "H", "H", "H", "H", "H", "H", "H", "H", "H", "H", "H", "H", "H", "H", "H", "H", "H", "H", "H", "H", "H", "H", "H", "H", "H", "H", "H", "H", "H", "H", "H", "H", "H", "H", "H", "H", "H", "H", "H", "H", "H", "H", "H", "H", "H", "H", "H", "H", "H", "H", "H", "H", "H", "H", "H", "H", "H", "H", "H", "H", "H", "H", "H", "H", "H", "H", "H", "H", "H", "H", "H", "H", "H", "H", "H", "H", "H", "H", "H", "H", "H", "H", "H", "H", "H", "H", "H", "H", "H", "H", "H", "H", "H", "H", "H", "H", "H", "H", "H", "H", "H", "H", "H", "H", "H", "H", "H", "H", "H", "H", "H", "H", "H", "H", "H", "H", "H", "H", "H", "H", "H", "H", "H", "H", "H", "H", "H", "H", "H", "H", "H", "H", "H", "H", "H", "H", "H", "H"], "coordinates": [[22.92646, -25.72256, -17.93194], [27.52495, -34.38282, -8.99111], [26.25272, -25.53809, -13.25433], [17.44178, -25.12982, -11.55744], [21.60793, -27.62316, -4.58768], [18.10083, -26.18782, -15.16181], [18.62038, -20.12615, -11.15030], [16.05911, -22.90301, -1.03964], [20.84841, -24.58328, -8.55909], [19.28568, -22.22926, -20.76365], [23.20580, -18.45986, -12.04701], [24.24834, -18.75910, -5.85526], [18.54702, -27.31618, -5.51483], [20.07445, -34.95176, -13.06921], [25.35643, -30.73340, -11.95013], [26.23784, -28.85599, -10.39165], [17.62579, -28.84733, -3.52699], [13.57132, -25.67931, -14.43630], [15.87561, -23.25301, -7.62393], [17.62846, -22.28170, -2.89981], [15.05693, -32.08885, -15.96451], [24.98163, -25.05435, -4.70819], [26.69948, -20.40924, -9.07158], [19.38237, -28.18565, -18.94499], [21.16568, -20.88835, -15.16513], [21.96573, -26.12851, -12.84939], [20.25732, -30.61547, -10.34497], [28.05220, -31.32798, -11.16757], [20.25447, -25.35194, -19.15631], [19.71950, -26.81459, -2.68170], [26.72602, -23.81693, -10.71988], [15.05835, -23.06793, -4.01911], [21.30582, -20.63268, -12.31283], [22.51367, -26.31972, -10.04351], [19.51993, -32.14614, -12.93262], [24.09676, -21.52277, -5.05255], [14.74964, -26.23244, -11.80059], [15.97114, -29.30914, -15.23776], [19.59991, -30.12861, -9.15300], [23.81392, -17.50026, -6.35207], [19.92195, -26.00365, -17.85162], [24.87597, -24.65749, -17.21117], [16.88635, -30.47836, -15.25143], [19.83794, -23.49728, -20.61123], [17.84618, -28.30816, -2.24971], [20.17497, -30.85072, -12.73071], [25.49213, -24.56442, -11.08310], [16.02250, -31.74272, -14.94476], [22.23354, -27.38833, -12.20967], [22.04582, -22.82937, -16.35258], [26.55320, -19.42740, -10.04784], [17.12050, -27.55043, -7.43203], [12.77752, -26.19594, -13.34493], [17.08446, -25.17357, -14.99059], [21.98119, -28.78467, -5.23333], [19.58126, -21.59822, -21.95746], [25.50584, -28.06014, -9.40936], [13.36447, -25.83101, -11.96436], [19.58890, -30.11350, -11.51341], [20.79635, -22.12540, -15.74864], [19.54517, -34.25227, -14.23803], [16.02029, -22.43894, 0.31483], [26.93170, -35.65783, -9.17838], [21.80297, -27.35325, -10.74934], [24.66331, -26.31526, -5.24881], [24.14544, -24.02274, -5.16920], [15.52983, -22.61250, -6.36825], [16.37205, -29.48845, -3.72984], [23.67883, -17.25848, -12.64525], [24.63335, -22.76123, -4.48275], [16.93854, -26.03075, -10.59141], [20.09432, -23.14547, -14.86573], [15.45313, -25.90129, -10.54487], [19.38135, -36.13529, -12.76145], [22.28547, -26.44624, -8.60874], [21.15238, -26.48974, -2.52246], [26.24361, -22.49616, -10.37528], [23.91106, -32.38565, -12.83289], [17.43705, -26.73936, -6.17358], [19.07429, -21.40101, -11.57965], [23.83693, -24.72796, -18.30044], [21.95971, -26.18769, -14.24219], [28.16982, -32.20265, -9.96042], [15.04503, -23.69073, -5.37796], [27.21383, -21.64979, -9.55970], [14.76948, -24.01060, -2.87708], [26.35911, -26.72813, -14.01420], [19.78114, -23.97139, -19.17648], [19.31946, -29.62857, -18.82302], [23.98959, -31.00711, -12.11743], [18.81579, -25.11198, -11.89214], [18.44527, -23.36955, -3.28699], [19.91361, -32.74630, -14.20722], [16.07331, -22.53202, -8.81329], [23.44773, -19.64216, -12.75212], [22.00957, -27.48437, -3.23291], [22.73013, -20.75946, -12.16411], [24.67603, -21.13765, -6.33639], [25.96942, -25.85307, -11.87456], [24.09950, -19.78395, -6.84688], [16.64161, -28.21601, -15.88348], [20.18544, -27.51622, -17.92996], [19.21423, -22.90375, -4.54721], [27.49131, -33.61235, -10.14803], [28.49516, -29.95450, -10.94285], [13.07616, -25.94180, -15.80642], [14.77124, -23.36033, -1.50233], [17.28353, -19.75325, -11.57960], [17.63363, -27.56017, -14.91148], [27.55977, -29.17176, -9.94349], [14.86723, -33.52616, -16.10351], [20.61121, -21.54421, -11.39727], [19.28563, -28.04054, -2.04462], [19.58124, -23.98894, -8.37940], [20.93463, -25.90616, -8.08242], [28.01043, -28.20740, -9.70896], [21.22556, -27.69791, -18.20057], [24.76645, -17.20166, -12.60145], [28.55090, -29.46357, -11.91443], [23.11325, -24.26469, -4.91593], [27.46521, -19.17695, -10.58969], [24.45935, -28.12038, -9.70823], [19.33377, -24.10857, -7.32462], [25.73594, -19.67530, -10.72514], [27.01738, -36.18669, -8.22914], [16.17075, -27.26801, -7.88626], [16.95669, -22.05222, 0.71695], [25.59980, -27.47034, -13.76787], [15.08064, -29.47499, -15.68454], [25.86886, -35.58902, -9.41023], [19.93190, -36.68462, -11.99775], [19.36977, -36.81248, -13.61548], [23.54828, -30.22137, -12.73059], [12.20423, -25.32488, -16.02373], [20.07900, -30.21427, -13.61038], [21.18132, -25.51985, -3.01901], [19.88240, -29.08344, -11.71572], [19.35060, -24.15769, -21.32848], [22.24783, -25.21092, -14.63079], [17.29120, -27.04854, -10.75820], [23.39922, -17.11248, -13.68862], [16.74670, -32.53691, -14.76342], [17.07724, -19.83890, -12.64648], [24.20074, -24.76020, -19.32742], [21.74554, -23.66162, -16.98922], [15.56222, -24.75750, -2.83457], [20.99214, -26.50097, -14.63430], [20.52443, -25.66405, -17.00913], [19.82601, -26.01993, -19.78106], [28.05025, -34.08301, -10.95683], [15.70920, -24.55252, -5.31241], [24.51699, -19.83658, -12.83571], [17.05500, -28.44598, -16.86547], [20.05782, -34.65561, -15.11129], [20.62732, -21.67223, -22.25475], [19.57689, -26.96214, -3.67063], [20.93621, -21.35512, -10.37417], [27.31923, -27.23404, -13.91267], [23.03328, -20.80139, -11.11794], [21.70772, -28.68154, -6.28341], [25.71958, -22.70391, -4.55282], [15.77984, -33.93419, -16.53795], [25.58940, -28.41069, -8.38065], [18.79189, -24.46266, -8.96301], [18.56682, -22.57657, -5.36081], [15.11485, -22.19252, -9.20597], [17.64319, -25.71591, -6.48685], [25.63736, -23.90648, -17.42179], [23.06225, -25.88068, -8.09409], [20.35962, -29.95369, -18.84477], [18.16261, -27.94733, -4.90207], [19.19306, -20.57999, -21.98215], [17.34847, -25.79391, -9.60959], [17.19321, -22.49112, -2.07018], [20.42983, -23.34661, -18.56250], [27.52829, -29.64266, -8.96097], [20.72868, -27.16893, -10.74342], [20.19576, -30.48648, -8.31335], [13.85727, -24.58640, -3.03343], [22.17388, -25.65994, -18.52465], [18.59734, -30.52731, -8.99805], [24.46622, -22.73763, -3.40590], [24.46422, -20.76646, -4.49304], [24.61414, -32.44897, -13.66342], [25.55463, -29.95128, -11.42994], [19.18271, -23.71314, -2.56157], [29.24493, -32.26633, -9.79250], [18.86586, -25.91165, -17.59801], [21.32437, -26.37143, -1.45264], [19.84237, -24.07305, -15.37976], [25.75935, -21.10071, -6.45113], [17.51756, -29.01339, -1.48631], [18.52991, -22.23834, -11.14306], [19.79677, -22.03809, -4.23197], [22.55219, -22.12729, -17.01497], [11.81808, -25.69666, -13.48028], [21.92994, -28.35781, -10.34580], [23.03280, -28.93978, -4.99214], [14.60691, -34.05751, -15.18809], [25.37307, -25.61814, -17.07636], [18.75533, -29.87383, -17.92319], [23.02659, -19.85864, -7.02401], [19.96473, -28.01458, -16.98602], [15.58357, -28.87386, -3.29546], [17.88592, -27.70453, -8.19260], [15.86457, -27.49031, -16.12360], [15.50017, -31.63914, -13.99369], [15.30478, -21.61669, 0.32272], [27.39728, -22.24417, -8.66463], [14.08478, -22.51457, -1.46271], [25.02218, -27.04855, -4.52658], [20.95364, -25.90449, -6.99259], [21.20861, -31.06906, -12.46234], [25.28632, -22.55733, -9.85763], [12.73711, -26.27148, -11.18944], [15.09125, -26.44849, -9.67440], [21.30003, -20.96843, -14.21796], [16.53647, -20.34150, -11.04672], [12.68789, -27.27918, -13.42663], [14.08229, -24.10701, -5.67453], [21.32302, -29.57531, -4.87305], [15.93701, -22.60075, -3.84646], [13.32970, -24.74888, -11.83831], [17.27919, -18.72931, -11.20593], [17.45551, -24.20248, -15.31829], [19.43836, -27.94951, -0.96922], [21.75354, -28.24203, -12.68810], [22.92466, -32.70801, -13.16637], [16.15609, -25.40123, -15.51442], [23.27800, -23.81113, -18.48780], [24.39478, -24.34870, -16.28316], [17.28039, -27.66805, -13.88597], [18.92299, -24.41116, -12.72006], [24.74725, -24.00228, -11.64635], [25.07808, -26.48203, -6.24292], [22.42336, -27.48302, -8.30186], [29.47355, -29.91362, -10.46413], [19.55211, -29.04894, -9.01119], [24.16043, -23.84873, -6.24511], [26.80756, -26.35272, -11.38878], [19.53723, -24.85580, -11.11626], [18.82872, -30.09125, -19.67929], [19.93108, -32.78056, -12.26289], [23.29296, -27.64215, -12.24583], [24.33650, -17.13327, -7.23543], [22.74439, -17.47625, -6.56093], [20.10416, -26.53213, -8.40889], [19.63054, -22.90354, -8.46648], [18.50037, -30.16696, -11.49501], [26.04296, -21.96189, -11.30393], [25.86750, -27.03404, -9.34297], [22.69152, -26.89825, -14.62646], [26.36955, -26.48861, -15.07751], [18.99008, -22.07004, -22.74231], [20.92940, -22.57392, -11.56013], [20.18757, -21.92004, -16.62916], [18.53383, -28.17408, -14.88281], [23.01108, -27.06055, -3.15901], [23.10511, -19.47794, -13.77376], [13.78630, -25.60236, -16.56047], [16.37431, -22.03899, -5.98609], [17.22549, -27.41694, -2.15718], [26.27340, -18.49943, -9.54916], [24.23515, -33.11309, -12.08866], [19.01829, -26.12549, -12.23838], [23.94489, -16.71607, -5.60642], [17.55360, -30.38539, -14.39456], [24.41664, -21.90739, -7.06324], [18.47995, -34.38726, -14.42564], [23.49531, -30.97247, -11.14656], [25.00670, -24.79685, -10.13524], [16.60832, -26.73083, -5.46560], [16.36681, -30.36128, -3.07695], [16.67691, -21.65716, -8.57166], [20.62072, -23.44923, -13.96089], [22.16178, -28.43216, -2.71656], [19.88455, -28.90900, -2.31879], [20.99347, -32.66386, -14.33050], [15.32569, -25.87521, -12.54936], [12.85748, -26.99707, -15.96979], [19.07698, -22.76980, -14.75624], [27.62982, -31.79804, -9.10439], [23.07621, -21.71445, -12.55948], [25.15014, -26.56599, -11.78165], [14.44588, -24.07390, -0.74532], [26.46627, -33.49229, -10.49871], [27.33623, -36.30148, -9.95951], [19.94217, -23.61684, -4.93412], [20.89343, -23.45423, -20.87991], [18.76380, -23.98922, -18.78557], [27.07952, -31.25687, -11.43009], [15.61342, -23.20298, 0.97726], [13.97935, -33.77751, -16.68369], [17.85096, -24.21836, -3.62522], [27.37504, -23.79639, -11.49346], [24.47483, -19.51995, -7.83558], [14.76895, -21.85814, -6.56849], [16.76090, -25.07543, -13.95435], [23.24146, -16.36941, -12.19098], [18.97968, -21.53453, -12.65730], [16.13094, -29.67057, -4.77711], [16.54601, -23.17597, -9.55491], [18.35269, -35.97279, -12.43966], [17.54092, -30.41453, -16.12067], [22.09772, -25.43381, -10.29299], [28.17475, -21.54845, -10.06414], [16.92483, -28.57266, -7.10821], [15.24602, -24.86864, -10.26412], [22.75611, -23.20144, -15.61424], [19.42915, -32.14067, -14.97313], [23.59783, -26.50747, -5.37483], [21.00886, -19.70447, -12.04762]]}